1.
DFT (ωB97M-V/def2-TZVPD) results for a cluster of 15 separate species, H30O15 in total.

Results
Energy relative to the best compared isomer or geometry (same formula, charge and spin) = 911.9 kJ/mol
Calculated total energy = -31192.2139 eV
LUMO energy = -0.32 eV
Frontier orbital gap = 8.38 eV

Structure (ORCA input):
```
! RIJCOSX wB97M-V def2-TZVPD def2/J DEFGRID3
* xyz 0 1
H -0.52223 -0.16024 -0.30061
H 0.67625 0.68247 -0.00665
H -1.20437 -3.69326 -1.80956
H 0.04575 -4.22165 -2.72217
H -1.59603 -3.33780 1.66325
H -0.31464 -3.64232 1.19383
H -1.58861 4.09026 -1.13053
H -2.25189 5.28896 -0.76133
H -0.23846 -1.85407 -2.66000
H 0.85291 -1.70710 -1.62722
H 2.33870 -3.59825 0.26418
H 1.40196 -2.80011 -0.47270
H -2.68056 -0.14824 -1.16351
H -3.94095 -1.14068 -1.59602
H 1.06033 1.55830 4.20633
H 1.03150 2.19573 2.80910
H -4.89528 1.13655 0.79449
H -4.66689 2.40096 0.16732
H 4.56537 2.95830 -0.53882
H 4.18999 2.92325 -2.08217
H -2.68797 2.25242 -0.54259
H -1.59866 1.38412 0.10595
H -0.40517 1.01349 -1.89809
H 0.00871 0.09386 -3.00972
H 4.63004 0.42144 -0.59785
H 5.24857 0.96720 -1.84509
H -0.58075 -1.29846 3.23610
H -0.18822 0.08225 2.92713
H 2.57109 -0.50498 3.22659
H 1.47802 -1.68155 3.24489
O -0.15585 0.29167 0.36899
O -0.28922 -3.90106 -1.83390
O -0.74599 -3.02402 1.76379
O -1.35756 4.86288 -0.67287
O 0.67226 -2.12893 -2.49925
O 1.35767 -3.34587 0.31304
O -3.53810 -0.28647 -1.71196
O 0.68867 1.46669 3.35367
O -4.22566 1.66945 0.58243
O 3.95046 3.32634 -1.20168
O -2.46161 1.40770 -0.14505
O -0.59207 0.07821 -2.16197
O 5.11495 1.22426 -0.94331
O -0.85070 -0.58758 2.70118
O 1.69428 -0.71413 3.01238
*
```

=====

2.
DFT (ωB97M-V/def2-TZVPD) results for the molecule C2H5N3S.

Results
Energy relative to the best compared isomer or geometry (same formula, charge and spin) = 312.7 kJ/mol
SMILES string = C=NN/C=N\S
Calculated total energy = -17457.8715 eV
LUMO energy = 0.76 eV
Frontier orbital gap = 9.24 eV

Structure (ORCA input):
```
! RIJCOSX wB97M-V def2-TZVPD def2/J DEFGRID3
* xyz 0 1
C -1.00891 -1.39049 0.38559
N -1.44171 -0.49874 -0.45580
N -0.96468 0.72975 -0.42207
C 0.17351 1.30497 0.12292
N 1.34732 0.82538 0.27110
S 1.78998 -0.67301 -0.35291
H -0.31598 -1.12139 1.14180
H -1.30162 -2.45575 0.16164
H -1.56552 1.28796 -0.98437
H 0.10148 2.44252 0.32926
H 3.18612 -0.45121 -0.19715
*
```

=====

3.
DFT (ωB97M-V/def2-TZVPD) results for the molecule C7H10ClNO2S2.

Results
Energy relative to the best compared isomer or geometry (same formula, charge and spin) = 155.6 kJ/mol
Calculated total energy = -47193.2388 eV
LUMO energy (spin up / spin down) = -1.49 / -0.93 eV
Frontier orbital gap (spin up / spin down) = 6.56 / 7.65 eV

Structure (ORCA input):
```
! RIJCOSX wB97M-V def2-TZVPD def2/J DEFGRID3
* xyz 0 1
C 0.56250 1.17437 -1.77776
C -0.23410 0.11909 -0.95008
C -0.98320 0.49993 0.16251
C 2.66966 1.04542 0.39237
C 1.72055 -1.48420 0.83460
C -1.91749 -0.51644 0.81193
C -3.22629 -0.90946 0.14124
N 1.36207 2.12314 -1.48014
O -0.21172 -1.03764 -1.37107
O 3.26856 3.37558 -0.59085
S 1.40478 0.28003 1.14223
S 2.14015 2.72214 -0.13930
Cl -4.07742 -2.12597 1.11254
H 0.26174 1.12724 -2.81822
H -0.97333 1.56044 0.38862
H 3.64437 0.67561 0.12851
H 2.42722 -1.55728 0.06947
H 0.79042 -1.94316 0.48049
H 2.14376 -2.12303 1.69804
H -1.38437 -1.44002 0.93597
H -2.16535 -0.14455 1.73036
H -3.21169 -1.35814 -0.91852
H -4.01082 -0.06310 0.01706
*
```

=====

4.
DFT (ωB97M-V/def2-TZVPD) results for the molecule C3H6ClNO.

Results
Energy relative to the best compared isomer or geometry (same formula, charge and spin) = 357.5 kJ/mol
SMILES string = CO/N=C/CCl
Calculated total energy = -19265.0606 eV
LUMO energy = 1.04 eV
Frontier orbital gap = 10.95 eV

Structure (ORCA input):
```
! RIJCOSX wB97M-V def2-TZVPD def2/J DEFGRID3
* xyz 0 1
C 2.25623 0.66460 -0.02906
O 1.35472 -0.40777 -0.56538
N 0.13848 -0.12073 -0.03201
C -0.85304 -0.66573 -0.47613
C -2.02001 -0.45031 0.47836
Cl -3.35907 0.44155 -0.39030
H 3.12699 0.73792 -0.75510
H 1.69378 1.77076 -0.20526
H 2.68120 0.54471 1.02661
H -0.72534 -1.37840 -1.24656
H -2.59244 -1.30965 0.94612
H -1.70151 0.17305 1.24870
*
```